(1)
The following is a DFT calculation (the ωB97M-V functional and the def2-TZVPD basis) of a 12-piece molecular cluster, C63H102N4O27 overall.

LUMO energy = 0.17 eV
total energy = -4712.10318 a.u.
structure (SMILES) = Oc1ccc(O)cc1.Oc1ccc(O)cc1.Oc1ccc(O)cc1.Oc1ccc(O)cc1.Oc1ccc(O)cc1.COCCNCCOC.COCCNCCOC.COCCNCCOC.COCCNCCOC.O=C1OCCO1.O=C1OCCO1.O=C1OCCO1
net charge = 0
HOMO-LUMO gap = 7.63 eV

Last column: Mulliken charge in e.
Geometry (Å):
O 4.8733 0.0535 -0.6499  -0.67
C 5.1609 0.8835 0.3837  1.24
C 6.2711 1.7181 0.2846  -0.70
C 6.5010 2.6949 1.2201  -0.73
C 5.5922 2.9361 2.2558  0.45
O 5.7247 4.0217 3.0863  -0.61
C 4.4826 2.1179 2.3318  -0.88
C 4.2462 1.1236 1.4035  0.03
H 4.1583 -0.5548 -0.4080  0.09
H 6.8703 1.6327 -0.6154  0.43
H 7.3474 3.3756 1.1573  0.31
H 6.2886 4.6878 2.6843  0.32
H 3.7442 2.2966 3.1079  0.46
H 3.3214 0.5597 1.3826  0.15
O 1.8472 -4.8861 1.2043  -0.38
C 0.6273 -5.3271 1.6902  0.23
C -0.2538 -4.4596 2.3264  -0.34
C -1.4905 -4.9645 2.6927  -0.47
C -1.8129 -6.2975 2.4898  0.57
O -3.0551 -6.7272 2.8868  -0.57
C -0.8841 -7.1684 1.9443  -0.60
C 0.3354 -6.6631 1.4741  -0.69
H 1.8507 -3.9183 1.2687  0.12
H -0.0025 -3.4275 2.5249  0.59
H -2.2511 -4.3219 3.1247  0.41
H -3.2693 -7.6019 2.5555  0.30
H -1.0866 -8.2134 1.7406  0.29
H 0.9976 -7.3081 0.9153  0.42
O 7.3684 -5.7840 4.3118  -0.56
C 7.2487 -4.4960 3.8635  0.44
C 8.2549 -3.6101 4.1947  -0.73
C 8.1380 -2.2855 3.8274  -0.79
C 7.0653 -1.8562 3.0521  0.18
O 6.9517 -0.4958 2.8266  -0.23
C 6.0320 -2.7226 2.7370  -0.18
C 6.1591 -4.0638 3.1097  -0.25
H 6.6884 -6.3821 3.9914  0.32
H 9.1516 -3.8608 4.7435  0.38
H 8.8777 -1.5881 4.2007  0.28
H 7.5691 -0.0390 3.4022  0.23
H 5.2394 -2.3845 2.0843  0.46
H 5.4296 -4.7967 2.7762  0.39
O -3.3536 -0.3503 -0.4974  -0.19
C -4.0798 -1.5154 -0.5254  0.04
C -3.6465 -2.4884 0.3745  -0.06
C -4.3110 -3.6925 0.4405  -0.54
C -5.3599 -3.9383 -0.4436  0.92
O -5.8819 -5.2173 -0.4503  -0.59
C -5.7567 -2.9913 -1.3699  -1.05
C -5.1319 -1.7427 -1.3897  -0.55
H -3.7439 0.4140 -1.0483  -0.26
H -2.8478 -2.2465 1.0633  0.20
H -3.9544 -4.4669 1.1086  0.51
H -6.5549 -5.3289 -1.1266  0.29
H -6.5188 -3.1844 -2.1154  0.30
H -5.3892 -0.9781 -2.1118  0.50
O -1.3488 -0.0725 1.2603  -0.22
C -0.2374 -0.6765 0.8051  0.99
C -0.1217 -1.0136 -0.5450  0.41
C 1.0380 -1.6351 -0.9871  -0.89
C 2.1023 -1.8471 -0.1229  0.75
O 3.3493 -2.2893 -0.5018  -0.33
C 1.9680 -1.5530 1.2342  -0.05
C 0.7877 -0.9790 1.6840  -1.41
H -2.0819 0.0039 0.6094  -0.04
H -0.9706 -1.0013 -1.2159  0.13
H 1.1824 -1.8555 -2.0387  0.10
H 3.4669 -2.4160 -1.4647  0.22
H 2.8310 -1.7269 1.8659  0.34
H 0.6417 -0.8192 2.7483  0.57
C 0.2778 3.4166 5.2533  -0.62
O -0.9578 2.9929 4.7110  -0.34
C -0.9918 1.6375 4.3383  -0.02
C -1.0790 0.6233 5.4704  -0.83
N -2.3668 0.5280 6.1908  -0.40
C -2.9314 1.8229 6.5842  -0.28
C -4.2020 1.6129 7.3758  -0.72
O -3.9523 1.0399 8.6220  -0.28
C -5.1069 0.8275 9.3766  -0.75
H 0.4580 2.8673 6.1791  0.31
H 0.2157 4.4794 5.4816  0.30
H 1.0854 3.3138 4.5195  0.16
H -0.0259 1.3410 3.8827  0.21
H -1.6886 1.5022 3.5119  0.10
H -0.2814 0.8753 6.1944  0.34
H -0.7743 -0.3711 5.1325  0.48
H -2.1385 0.0925 7.0826  0.25
H -3.2068 2.3905 5.6979  0.31
H -2.2437 2.4260 7.1990  0.22
H -4.8762 1.0050 6.7532  0.35
H -4.6813 2.6004 7.4760  0.38
H -5.6436 1.7643 9.6114  0.30
H -4.8562 0.4256 10.3561  0.25
H -5.8295 0.1906 8.8511  0.31
C -5.4545 9.0316 -4.5541  -0.76
O -4.9379 7.7420 -4.4670  -0.30
C -4.5117 7.4198 -3.1792  -0.70
C -3.9470 6.0108 -3.2452  -0.38
N -3.3500 5.6020 -1.9982  -0.18
C -4.2897 5.6077 -0.8531  -0.54
C -3.7236 4.9040 0.3555  -1.12
O -3.9109 3.5136 0.2030  -0.20
C -3.4832 2.8123 1.3635  -1.07
H -6.0337 9.1475 -5.4702  0.25
H -4.6694 9.7948 -4.5863  0.28
H -6.1452 9.2250 -3.7255  0.31
H -5.3052 7.5173 -2.4308  0.42
H -3.6668 8.0521 -2.8639  0.33
H -3.1844 6.0250 -4.0233  0.39
H -4.7662 5.3377 -3.5571  0.14
H -2.9400 4.6726 -2.0331  0.02
H -5.2642 5.2085 -1.1703  0.31
H -4.3557 6.6746 -0.6192  0.59
H -4.2992 5.3104 1.2015  0.48
H -2.6827 5.2064 0.5199  0.32
H -3.8454 1.7858 1.3186  0.28
H -3.9578 3.2986 2.2240  0.54
H -2.4012 2.8032 1.5206  0.23
C -0.4208 2.9400 -1.1373  -0.04
O -1.6552 2.9243 -1.8672  -0.28
C -1.7805 1.8419 -2.7539  0.87
C -3.2273 1.8359 -3.2154  -1.27
N -4.1324 1.6993 -2.0791  1.15
C -5.5328 1.9316 -2.4261  -0.68
C -6.4186 1.9436 -1.1833  -0.13
O -7.7915 2.0342 -1.4701  -0.45
C -8.3151 0.9299 -2.1538  -0.64
H -0.5823 2.3740 -0.2106  -0.02
H -0.0986 3.9696 -1.0224  0.17
H 0.3469 2.3603 -1.6680  -0.19
H -1.5838 0.8874 -2.2497  -0.59
H -1.1082 1.9462 -3.6095  0.35
H -3.3780 0.9484 -3.8392  0.51
H -3.4111 2.7421 -3.8083  0.35
H -3.8447 2.3935 -1.3719  -0.40
H -5.8878 1.2882 -3.2290  0.63
H -5.6145 2.9596 -2.8347  0.01
H -6.1560 2.7119 -0.4645  0.16
H -6.2144 0.9865 -0.6628  0.19
H -8.1786 -0.0138 -1.5999  0.24
H -7.9202 0.7170 -3.1613  0.27
H -9.3789 1.0853 -2.3390  0.31
C 3.1286 5.0314 -0.0475  -0.10
O 3.6798 4.7536 -1.3011  -0.30
C 2.8096 5.1214 -2.3734  0.14
C 3.2873 4.4998 -3.6713  -1.08
N 2.6529 3.2126 -3.9998  -0.40
C 3.0538 2.1308 -3.0812  -0.68
C 2.5094 0.8062 -3.5947  0.57
O 1.1464 0.9249 -3.9091  -0.35
C 0.7120 -0.2381 -4.6067  -0.24
H 2.2091 4.4717 0.1559  0.02
H 3.0637 6.1107 0.1572  0.39
H 3.8440 4.7025 0.7107  -0.14
H 2.9003 6.2178 -2.4274  0.49
H 1.7849 4.8239 -2.1259  -0.18
H 4.3625 4.3300 -3.6044  0.47
H 3.0676 5.1635 -4.5085  0.40
H 1.6584 3.2709 -3.7904  0.25
H 2.6937 2.3162 -2.0524  0.06
H 4.1343 2.0560 -2.9402  0.63
H 2.6707 0.0141 -2.8639  -0.44
H 3.1521 0.6373 -4.4729  0.30
H 1.2912 -0.2408 -5.5393  0.35
H -0.3599 -0.2222 -4.7656  0.31
H 1.0103 -1.1472 -4.0776  -0.22
O 7.8019 -6.6611 1.2831  -0.47
C 7.2700 -6.4549 0.2740  0.64
O 6.0454 -6.9554 -0.0532  -0.38
C 5.4461 -5.9888 -0.9256  0.05
C 6.6745 -5.5865 -1.7053  -0.28
O 7.6704 -5.5868 -0.6752  -0.36
H 4.7610 -6.5276 -1.5789  0.24
H 4.9689 -5.1977 -0.3611  0.00
H 6.6113 -4.6075 -2.1710  0.26
H 6.9564 -6.3481 -2.4337  0.32
O 3.6073 -2.1619 -3.2739  -0.38
C 3.5894 -2.6374 -4.3651  0.35
O 3.8186 -3.9376 -4.6315  -0.32
C 3.4751 -4.2138 -5.9876  -0.41
C 3.4801 -2.8195 -6.6191  -0.35
O 3.2360 -1.9928 -5.4761  -0.32
H 4.2066 -4.9024 -6.3976  0.31
H 2.4713 -4.6289 -6.0787  0.26
H 2.6659 -2.7048 -7.3286  0.30
H 4.4162 -2.5233 -7.0919  0.28
O -0.7079 -3.0246 -3.8862  -0.51
C -0.9798 -3.8993 -3.1416  0.62
O -2.1952 -4.4075 -2.9031  -0.38
C -2.1334 -5.3113 -1.7850  -0.03
C -0.6523 -5.6998 -1.7946  0.48
O -0.0756 -4.4849 -2.3138  -0.15
H -2.4799 -4.9126 -0.8329  -0.21
H -2.8527 -6.0956 -2.0246  0.36
H -0.3995 -6.5093 -2.4763  0.27
H -0.3368 -5.7982 -0.7632  -0.42

Forces on the atoms, in the same order (eV/Å):
0.272 -0.267 -0.111
-0.524 1.148 -0.011
-0.081 -0.608 -0.641
-0.053 0.821 0.720
0.357 -0.257 -1.026
-0.244 -0.167 0.497
-0.575 0.286 0.807
0.398 -0.416 -0.412
0.216 -0.108 -0.052
0.236 -0.056 0.223
0.042 -0.180 -0.272
0.095 -0.144 -0.105
0.049 0.081 -0.043
-0.017 0.083 0.301
-0.490 0.103 0.286
1.292 0.352 -0.538
-0.342 -0.743 -0.057
-0.403 0.264 0.114
-0.127 -0.744 0.150
-0.232 0.508 0.212
0.660 0.338 -0.870
-0.935 -0.027 0.553
0.150 -0.106 -0.134
0.063 0.035 -0.146
0.115 -0.019 0.083
0.259 -0.077 -0.109
-0.292 0.001 0.239
0.262 0.100 0.140
0.415 0.050 0.301
-0.440 -0.715 -0.195
0.287 0.554 0.149
-0.274 -0.384 -0.271
0.101 1.124 1.428
-0.459 -0.419 -0.579
0.740 -0.397 -0.610
0.115 0.144 -0.104
-0.105 0.288 -0.330
-0.225 -0.560 0.149
0.064 0.139 -0.255
0.078 0.034 -0.055
-0.199 0.006 0.146
-0.087 0.105 0.150
-0.407 0.517 -0.245
0.769 0.535 0.408
-0.577 0.150 0.107
0.052 -0.096 -0.239
-0.080 -0.741 -0.525
0.143 -0.043 0.390
0.130 0.591 0.057
0.290 -0.206 0.006
0.026 -0.584 -0.242
0.113 -0.065 -0.074
-0.248 -0.073 0.059
-0.018 0.265 -0.053
-0.098 -0.216 0.146
-0.155 -0.070 -0.023
-0.444 0.530 0.992
-0.453 -0.036 -0.931
0.427 -1.074 0.155
0.488 0.350 -0.367
0.266 0.125 0.316
0.054 -0.228 -0.122
-0.098 -0.032 -0.703
0.107 -0.105 0.606
0.393 -0.459 -0.130
-0.046 0.500 0.044
-0.217 -0.183 0.046
-0.432 0.137 0.199
-0.164 -0.016 0.241
0.008 0.241 -0.112
-0.300 -0.003 -0.037
-0.272 0.374 -0.143
1.328 -1.010 -0.491
-0.280 0.396 1.058
0.430 0.198 0.089
-0.017 -0.292 0.242
-0.415 0.630 -0.922
0.514 -0.245 0.277
-0.838 0.495 0.319
0.484 0.078 -0.036
-0.267 -0.024 0.060
0.076 -0.341 0.149
-0.035 0.438 -0.151
-0.486 0.028 0.380
-0.041 0.200 -0.169
-0.360 0.052 -0.348
-0.252 -0.361 -0.218
0.132 0.086 -0.034
0.045 0.045 -0.204
-0.025 -0.199 0.277
-0.034 -0.075 0.247
0.198 0.056 -0.314
0.261 -0.361 -0.217
0.159 -0.182 0.097
-0.464 0.604 -0.140
-0.243 -0.241 -0.367
1.094 -0.294 0.351
-0.477 -0.309 -0.075
0.109 -0.519 1.018
1.104 0.864 -1.196
-0.817 0.733 -0.289
0.552 -0.051 0.474
-0.524 0.120 0.388
0.082 -0.279 -0.099
0.070 -0.009 0.265
0.106 0.164 0.079
-0.200 0.036 -0.170
-0.193 0.267 0.034
-0.006 -0.179 -0.055
0.063 0.014 -0.120
0.133 0.113 -0.464
-0.122 -0.002 0.417
-0.596 -0.165 0.384
0.063 -0.508 0.232
0.102 -0.328 -0.158
0.020 -0.003 -0.197
0.160 -0.180 0.163
0.048 0.156 -0.264
-0.368 -1.143 -0.445
0.525 0.493 0.200
-0.646 -0.293 -0.085
0.192 -0.542 -0.157
0.117 0.157 0.600
0.134 2.158 0.044
0.280 -1.875 0.146
-0.089 0.369 -0.366
-0.366 -0.903 -0.454
0.157 0.536 0.255
-0.088 0.021 0.338
-0.021 0.309 -0.176
0.226 0.083 0.029
0.073 -0.062 0.048
0.060 0.211 -0.286
-0.202 -0.024 0.040
-0.307 -0.107 -0.355
0.138 -0.431 0.256
-0.037 -0.234 -0.223
0.010 0.375 -0.284
-0.181 0.064 0.086
-0.059 0.248 0.183
0.367 0.480 0.205
0.022 0.162 0.416
0.899 0.052 0.934
-0.235 -0.541 -0.355
0.980 0.725 0.558
-0.660 -0.681 -0.096
0.409 -0.456 0.780
-0.549 0.091 0.820
1.119 0.896 0.057
-0.498 -0.271 0.147
1.148 0.321 -0.108
-0.228 0.320 -0.204
-0.622 -0.042 -0.350
0.072 -0.300 -0.162
-0.526 -0.041 -0.205
-0.085 0.094 -0.160
0.046 0.181 -0.089
0.137 0.175 0.077
-0.050 0.351 -0.630
-0.091 0.007 -0.104
0.046 0.033 -0.415
0.067 -0.069 -0.017
-0.553 -0.541 -0.248
-0.521 -0.213 -0.262
-0.065 0.128 0.008
-0.293 0.031 0.131
1.740 -0.842 2.106
-1.749 0.920 -1.410
-0.334 0.083 0.353
0.259 -1.140 -1.072
0.042 0.399 0.050
0.329 0.141 -0.236
-0.312 0.215 0.241
-0.081 0.203 0.081
0.151 0.069 0.075
-0.153 0.043 -0.124
0.311 0.083 0.226
-0.711 -0.658 -0.223
0.131 -0.227 0.278
0.114 0.362 -0.530
-0.084 -0.318 -0.020
0.248 0.531 -0.269
0.024 0.008 -0.039
0.035 -0.190 0.409
-0.031 0.180 0.044
0.070 -0.052 0.134
0.026 0.644 -0.918
0.207 -0.529 1.647
-0.502 0.414 0.068
-0.264 -1.054 -0.779
-0.782 1.036 0.456
0.230 -0.306 -0.398
0.309 0.744 -0.217
0.335 -0.265 -0.013
-0.001 -0.214 0.266
0.499 -0.453 -0.159


(2)
The following is a DFT calculation (the ωB97M-V functional and the def2-TZVPD basis) of C13H23BiI2OP2Te as an isolated structure.

LUMO energy = -8.68 eV
total energy = -2344.50908 a.u.
net charge = +2
HOMO-LUMO gap = 5.06 eV

Last column: Mulliken charge in e.
Geometry (Å):
I -0.7871 3.8539 -3.8405  0.09
I 1.7371 3.5419 -2.5765  0.02
Bi -0.3741 1.3802 -1.1411  1.11
P -0.2509 2.7920 1.2832  0.39
C 1.3421 2.9330 2.1500  -1.05
C -0.6644 4.3950 0.4696  -0.99
H -0.8149 5.2147 1.1844  0.41
H -1.6977 3.2660 3.3111  0.42
H -1.5780 4.2635 -0.1348  0.37
H -2.5542 2.3154 2.0532  0.36
H 2.1339 3.2087 1.4523  0.34
H 0.1516 4.6706 -0.2244  0.26
C -1.5731 2.4574 2.5540  -1.05
H 1.3628 3.6617 2.9684  0.41
H -1.3153 1.5324 3.1088  0.29
H 1.6226 1.9675 2.5826  0.31
P -0.2025 -0.9125 -2.7654  0.41
C 1.3994 -1.7510 -2.9521  -1.12
C -1.5025 -2.2270 -2.5479  -0.96
H -1.5353 0.6131 -4.1239  0.33
H -0.7526 -0.6085 -5.1817  0.41
H 0.1958 0.7568 -4.5153  0.31
C -0.6116 0.0321 -4.2994  -1.07
H -2.4847 -1.7528 -2.3413  0.36
H -1.6351 -2.8990 -3.4261  0.43
H 1.4451 -2.5036 -3.7464  0.40
H 1.6644 -2.2620 -2.0217  0.35
H -1.2240 -2.8664 -1.6870  0.21
H 2.1919 -1.0280 -3.1492  0.36
C 1.8126 0.4441 -0.2645  0.17
O 2.9172 0.2373 -0.0610  -0.13
Te -1.7404 -0.5165 0.5475  -0.15
C -0.6726 -2.0344 1.7014  0.01
C 0.2421 -1.5966 2.6549  -0.11
C 1.1096 -2.4916 3.2847  -0.56
C 1.0298 -3.8720 3.0223  -0.43
C 0.0614 -4.3249 2.1119  -0.48
C -0.8001 -3.4207 1.4796  -0.25
H 0.3090 -0.5283 2.8755  0.27
H 1.8750 -2.1497 3.9913  0.37
H 1.7113 -4.5819 3.5267  0.38
H 0.0147 -5.4052 1.9093  0.38
H -1.5581 -3.8043 0.7778  0.45

Forces on the atoms, in the same order (eV/Å):
1.470 0.006 0.738
-1.025 0.492 -1.094
-0.704 -1.357 0.900
-0.326 0.673 0.481
0.226 0.077 0.249
0.255 0.035 0.133
-0.028 -0.226 -0.176
0.381 -0.267 -0.709
0.197 0.070 0.298
0.674 -0.011 0.243
-0.071 0.051 -0.124
-0.326 -0.117 0.403
-0.011 0.047 0.120
-0.271 -0.035 -0.184
-0.176 0.445 -0.471
-0.176 0.001 -0.071
-0.229 -0.410 -0.697
0.289 -0.180 -0.078
-0.120 -0.064 -0.106
0.297 -0.341 -0.089
-0.006 0.134 0.294
-0.280 -0.379 0.139
0.157 -0.166 -0.065
0.673 -0.249 -0.037
0.409 0.645 0.307
-0.298 0.159 0.022
-0.193 0.052 0.027
-0.141 0.490 -0.362
-0.076 0.138 -0.050
3.176 -0.392 0.425
-3.076 0.407 -0.420
-1.023 -0.868 0.912
0.573 -0.252 -0.284
0.512 0.385 -0.060
0.119 -0.718 0.253
-0.186 0.468 -0.197
0.207 -0.065 0.464
-0.204 0.149 -0.796
0.083 -0.302 -0.001
-0.480 0.059 -0.264
-0.495 0.544 -0.426
-0.259 0.644 0.019
0.479 0.229 0.334


E_HOMO readings, ordered: -0.274, -0.505 hartree
Energy relative to the best compared isomer or geometry (same formula, charge and spin) readings, ordered: 0.000, 0.000 eV